ORCA calculation (ωB97M-V with the def2-TZVPD basis set) on a structure of composition C32H22AsF3NNaS2.

Summary:
Total charge ... -2
HOMO level ... -1.385 eV
Energy relative to the best compared isomer or geometry (same formula, charge and spin) ... 10.4 kcal per mole
LUMO level ... 3.95 eV

Structure (XYZ):
```
62
Properties=species:S:1:pos:R:3:forces:R:3
Na -1.17707 -0.11020 -1.42699 -0.18 0.26 0.15
S -5.40197 -1.96030 -0.21176 -0.05 -0.17 0.06
C -4.33239 -3.32262 -0.25078 0.13 0.00 -0.02
C -4.60531 -4.68396 -0.17260 -0.10 0.04 0.01
C -3.54865 -5.57115 -0.24635 0.05 -0.10 0.00
C -2.23482 -5.11440 -0.39640 0.02 0.00 0.00
C -1.95779 -3.76487 -0.47164 -0.10 0.08 0.01
C -3.01635 -2.85742 -0.39519 0.04 -0.12 0.03
N -2.87575 -1.48827 -0.45448 -0.17 -0.12 -0.04
C -4.01329 -0.88167 -0.37132 0.16 0.21 -0.05
C -4.20154 0.57739 -0.44315 -0.14 0.06 0.06
C -5.46191 1.09288 -0.10578 0.01 0.14 -0.02
C -5.69020 2.45417 -0.18684 -0.09 -0.05 0.04
C -4.65041 3.28086 -0.60056 0.09 0.06 -0.04
C -3.41004 2.74055 -0.91708 -0.08 0.07 0.05
C -3.10801 1.36703 -0.85859 0.07 -0.06 -0.09
H -5.62056 -5.04371 -0.05824 -0.01 0.01 0.00
H -3.74166 -6.63591 -0.18898 0.00 0.00 0.00
H -1.42497 -5.83087 -0.45592 0.00 0.00 0.00
H -0.95314 -3.38265 -0.59326 0.03 -0.03 0.00
H -6.26988 0.45073 0.23504 0.02 -0.05 0.00
H -6.65792 2.86697 0.07832 0.01 -0.01 -0.01
H -4.81236 4.35454 -0.67035 -0.01 -0.01 0.01
H -2.63351 3.44102 -1.22113 0.04 -0.03 -0.01
S -0.36879 -0.13706 2.82201 -0.20 -0.03 -0.06
C 1.27750 0.02959 3.28469 0.06 0.19 0.06
C 1.68063 0.17543 4.63264 -0.04 -0.07 -0.02
C 3.00179 0.35356 4.98529 0.05 -0.01 0.01
C 3.99950 0.39783 4.01147 0.02 0.02 0.06
C 3.63342 0.26114 2.67929 0.03 0.01 0.04
C 2.30333 0.08805 2.31279 0.22 -0.06 -0.11
As 1.73999 -0.24757 0.47637 -0.14 -0.13 -0.01
C 3.52960 -0.22462 -0.36959 0.09 0.17 0.02
C 4.26962 0.93698 -0.59899 -0.05 -0.08 0.00
C 5.52658 0.87979 -1.18114 0.02 0.04 0.00
C 6.07262 -0.34547 -1.54312 0.06 0.02 -0.02
C 5.35058 -1.50669 -1.32141 -0.01 -0.06 0.00
C 4.08852 -1.44130 -0.74250 -0.02 -0.06 -0.02
C 1.23533 1.55911 -0.11084 0.00 -0.07 0.15
C 1.17775 1.83263 -1.47513 0.00 -0.10 -0.03
C 0.77822 3.08156 -1.92965 -0.02 0.00 -0.03
C 0.42590 4.06701 -1.01999 0.00 0.05 0.00
C 0.46754 3.79547 0.34107 -0.01 -0.02 0.02
C 0.86670 2.54599 0.79734 -0.02 0.07 -0.06
H 0.90845 0.14137 5.39244 0.00 0.00 0.00
H 3.25950 0.45795 6.03546 0.03 0.01 -0.01
H 5.03929 0.53870 4.28465 -0.01 0.00 0.00
H 4.40213 0.29088 1.91584 0.00 0.00 0.03
H 3.85195 1.89510 -0.31376 0.00 0.02 -0.01
H 6.08265 1.79503 -1.35173 0.01 -0.01 0.00
H 7.05389 -0.39151 -2.00171 0.00 0.00 0.00
H 5.76293 -2.46729 -1.60848 0.00 0.00 0.00
H 3.52258 -2.35450 -0.59020 -0.01 0.02 0.00
H 1.42614 1.05968 -2.19603 0.02 0.00 0.01
H 0.72113 3.26638 -2.99554 -0.01 0.01 0.01
H 0.09588 5.03855 -1.37071 0.00 -0.01 0.00
H 0.16399 4.55331 1.05399 0.00 0.00 0.00
H 0.86498 2.32367 1.85614 0.00 0.00 0.03
F -0.75501 0.15785 -3.75013 -0.02 0.12 -0.10
C -0.37623 -1.21394 -3.88849 0.17 -0.07 -0.05
F -1.59185 -1.82577 -3.53969 -0.07 -0.03 0.02
F 0.31075 -1.34506 -2.59861 0.13 -0.13 -0.05
```
Forces are in eV/Å.

ORCA calculation (ωB97M-V with the def2-TZVPD basis set) on a structure of composition C27H43BrN2OP2Sn.

Summary:
Total charge ... +4
HOMO level (alpha / beta) ... -18.950 / -18.961 eV
Energy relative to the best compared isomer or geometry (same formula, charge and spin) ... 56.5 kcal per mole
LUMO level (alpha / beta) ... -12.96 / -14.13 eV

Structure (XYZ):
```
77
Properties=species:S:1:pos:R:3:forces:R:3
C -0.44680 6.77784 -3.51290 -0.23 -0.23 -0.28
C -0.57959 5.39508 -3.79254 -0.25 1.34 -1.26
C -0.91938 5.14763 -5.15577 -0.10 0.35 0.25
C -1.04563 6.20114 -6.10408 -0.33 0.12 -1.59
N -0.88267 7.49512 -5.77905 0.62 -3.81 3.51
C -0.58294 7.78238 -4.50371 0.07 1.67 -0.18
C -0.44853 4.39669 -2.72694 0.13 -0.97 0.57
C -0.37897 3.57488 -1.81399 -0.59 1.96 -1.50
C -0.85237 2.79476 -0.69346 -0.01 -0.44 -0.04
C -0.13081 2.55766 0.51707 -0.53 0.23 -0.17
C -0.79943 1.90297 1.58179 1.05 0.16 -0.08
C -2.08424 1.43578 1.42469 -0.70 -0.12 -0.09
C -2.83332 1.74146 0.28429 0.18 0.24 -0.60
C -2.19735 2.34258 -0.81074 -0.51 0.58 0.40
Sn 0.28768 0.29494 -1.03975 0.78 -0.36 1.52
P 1.96757 -1.31229 1.15940 1.19 0.52 -0.35
H -1.17678 4.15418 -5.52487 0.30 0.28 0.02
H -0.31075 7.10127 -2.48831 0.25 0.25 -0.15
H -1.29514 5.98452 -7.16548 0.14 0.04 0.81
H -0.44997 8.85220 -4.25236 -0.10 -0.65 -0.02
H -2.76466 2.67994 -1.69816 0.32 -0.50 0.60
H 0.84130 3.04272 0.68192 -0.38 -0.34 -0.09
H -3.91752 1.56985 0.34006 0.54 -0.08 -0.48
H -0.29957 1.81072 2.54163 0.06 -0.19 -0.24
C 2.38159 -2.86694 2.13831 -1.21 -0.40 0.25
C 3.53517 -3.74256 1.60080 -0.03 0.17 -0.19
H 1.44258 -3.45807 2.16221 0.53 0.13 0.17
H 2.56135 -2.54963 3.18918 -0.20 0.08 -0.75
H 3.72154 -4.54311 2.34264 -0.08 0.41 -0.40
H 3.25979 -4.21888 0.64046 0.22 0.13 0.52
H 4.47097 -3.16774 1.46466 -0.47 -0.40 0.09
C 2.71195 -1.62719 -0.53892 -0.31 -0.29 0.57
C 3.24661 -0.35266 -1.18674 0.02 -0.75 -0.47
H 1.94050 -2.04712 -1.22400 0.34 -0.12 0.61
H 3.48435 -2.40433 -0.42030 -0.18 0.43 -0.40
H 3.09397 -0.49020 -2.26249 0.46 0.41 -0.02
H 2.70526 0.57239 -0.88883 0.32 0.12 0.21
H 4.31505 -0.24492 -0.95855 -0.42 0.52 -0.15
C 3.10609 -0.08435 1.97935 -0.74 0.53 -0.08
C 4.57014 -0.46645 2.07607 0.38 -0.13 -0.08
H 2.73978 0.08398 3.00571 -0.27 -0.22 -0.58
H 2.97059 0.87740 1.45778 0.14 -0.19 0.10
H 5.10456 0.40433 2.48244 0.00 -0.34 -0.15
H 4.72061 -1.30470 2.77012 0.02 0.26 -0.24
H 5.00639 -0.72250 1.10275 0.06 0.05 0.29
Br -2.98450 0.42433 2.73863 -0.81 0.06 -0.86
P -2.27064 -2.90756 -0.85165 0.13 0.69 0.06
C -0.51555 -3.32653 -1.02741 0.30 0.05 -0.14
C -0.34850 -4.79058 -1.46835 0.02 -0.32 -0.05
H -0.03119 -3.17258 -0.04584 -0.22 0.04 -0.26
H -0.03604 -2.65001 -1.76752 -0.46 -0.27 0.26
H 0.70071 -4.99081 -1.70933 -0.21 -0.01 0.12
H -0.66253 -5.45357 -0.65699 0.13 -0.02 -0.14
H -0.95257 -5.03555 -2.34968 0.18 0.14 0.14
C -2.91657 -2.96556 0.83702 0.45 -0.29 0.38
C -4.31405 -3.58226 1.00622 -0.13 0.28 -0.22
H -2.83945 -1.89708 1.13623 -0.26 -0.50 0.09
H -2.18958 -3.53516 1.43470 0.00 0.18 -0.18
H -4.61774 -3.55966 2.05152 0.12 0.12 0.00
H -5.02403 -2.99736 0.43251 -0.35 -0.03 -0.02
H -4.37490 -4.62271 0.67761 0.23 0.17 -0.03
C -2.66417 -1.33984 -1.71178 -0.03 0.83 -0.45
C -2.84861 -1.61077 -3.22433 0.09 -0.04 0.00
H -1.87886 -0.50129 -1.68524 -0.83 -1.24 0.51
H -3.58056 -0.89498 -1.26993 0.45 -0.35 -0.14
H -3.12417 -0.66638 -3.72700 0.03 -0.59 0.13
H -1.89983 -1.98218 -3.65780 -0.52 0.12 0.06
H -3.63239 -2.37023 -3.36492 0.24 0.36 -0.22
C 1.31642 0.16980 5.60283 0.10 -0.29 0.22
C 0.30850 0.13946 4.49844 0.21 -0.40 0.21
N -0.83152 0.76095 4.81512 -0.10 0.53 -0.39
O 0.41030 -0.50380 3.43402 0.09 0.69 0.28
H 1.12952 1.00575 6.29179 0.15 -0.38 -0.20
H 2.36930 0.17254 5.29727 -0.38 -0.10 -0.07
H 1.08439 -0.77748 6.11039 0.46 0.21 0.29
H -1.52227 0.82417 4.10181 -0.07 -0.22 0.31
H -1.04789 1.26616 5.65030 0.52 0.08 0.50
```
Forces are in eV/Å.

ORCA calculation (ωB97M-V with the def2-TZVPD basis set) on a cluster of 3 separate species, C12H26BO4 in total.

Summary:
Total charge ... -1
HOMO level ... -4.397 eV
LUMO level ... 2.39 eV

Structure (XYZ):
```
43
Properties=species:S:1:pos:R:3:forces:R:3
B 3.62970 -1.78163 0.62443 0.35 0.07 0.08
C 3.66046 -0.32981 -0.17681 0.06 -0.18 -0.17
C 2.41142 0.11693 -0.99429 0.03 -0.03 0.15
C 1.21414 -0.82208 -0.85898 0.00 0.20 0.04
C -0.03113 -0.36357 -1.55397 0.13 0.45 -0.40
O -0.18557 0.65522 -2.18667 0.12 -0.58 0.39
O -1.07430 -1.27000 -1.48398 -0.27 0.17 -0.04
C -1.89243 -1.25652 -0.30827 -0.25 -0.13 0.20
C -1.89990 0.04838 0.47546 -0.08 0.00 0.13
H 2.59612 -1.96583 1.27265 -0.06 0.00 -0.02
H 3.82438 -2.72591 -0.15583 -0.24 -0.01 -0.05
H 4.57002 -1.78895 1.42961 -0.03 -0.01 -0.07
H 3.92998 0.45948 0.53816 -0.15 -0.03 -0.05
H 4.50167 -0.38027 -0.88633 -0.03 0.09 0.16
H 2.65905 0.19105 -2.06186 -0.10 0.09 0.12
H 2.08189 1.11855 -0.67752 0.04 -0.12 -0.18
H 0.95837 -0.95137 0.20268 0.08 -0.14 -0.18
H 1.45233 -1.83148 -1.21869 -0.05 0.13 0.14
H -1.60116 -2.08692 0.34863 0.10 0.13 -0.09
H -2.91398 -1.46170 -0.64797 0.26 -0.06 0.07
H -0.93336 0.26355 0.94558 -0.14 0.00 -0.17
H -2.63911 -0.05470 1.28084 0.13 0.02 -0.14
H -2.19595 0.89504 -0.15255 0.12 -0.12 0.06
C -5.08750 -1.12106 -2.64642 0.04 0.01 0.10
C -5.75833 -2.04157 -1.65513 0.07 0.02 -0.08
O -5.33347 -2.19302 -0.53504 -0.07 0.00 0.05
C -6.98868 -2.77504 -2.13896 0.00 -0.03 0.10
H -4.21526 -0.65376 -2.19668 0.00 0.01 -0.03
H -4.77675 -1.68492 -3.52749 -0.03 0.01 -0.03
H -5.78873 -0.35037 -2.97232 -0.02 -0.02 -0.05
H -6.73856 -3.39081 -3.00447 -0.01 0.03 -0.04
H -7.75283 -2.05929 -2.44721 0.01 0.00 -0.05
H -7.37764 -3.40512 -1.34284 0.00 0.00 0.00
C 4.17353 3.49814 1.63857 0.04 -0.08 -0.01
C 3.90897 2.89305 2.99866 -0.07 0.01 -0.19
O 4.15527 1.73873 3.23097 0.06 0.01 0.22
C 3.30122 3.80812 4.04274 0.02 -0.08 0.05
H 4.58803 2.73760 0.98109 -0.01 -0.01 0.00
H 3.24315 3.87596 1.21017 0.00 0.04 0.01
H 4.86908 4.33583 1.72812 -0.04 0.04 0.00
H 2.34274 4.19306 3.68983 0.02 0.04 -0.02
H 3.95945 4.66030 4.22376 -0.03 0.04 -0.03
H 3.15368 3.25673 4.96834 0.00 0.00 0.00
```
Forces are in eV/Å.

no.,strongest force on any atom (eV Å⁻¹)
1,0.3
2,5.2
3,0.7